# 1
A structure of composition C12H31AuN2O4Si at a distorted geometry, computed with ωB97M-V/def2-TZVPD.

Geometry as ORCA input:
```
! RIJCOSX wB97M-V def2-TZVPD def2/J DEFGRID3
* xyz 0 1
Au -2.785 -0.079 1.866
Si 0.020 -0.104 0.173
O -0.880 0.739 -0.920
O 1.303 0.831 0.595
O 0.620 -1.431 -0.589
O -0.839 -0.518 1.465
N -3.602 -0.306 4.024
N -4.143 -1.593 4.339
C -1.302 2.860 0.177
C 3.252 1.744 1.546
C 2.659 0.501 0.895
C 3.408 0.176 -0.393
C 2.710 -0.677 1.862
C 0.193 -1.557 -2.958
C -2.244 2.277 -2.063
C -1.040 2.140 -1.141
C 0.208 2.697 -1.819
C 0.862 -3.544 -1.598
C -1.412 -2.546 -1.302
C 0.053 -2.253 -1.609
H 3.322 1.010 -1.093
H 2.156 -0.436 2.771
H 2.989 -0.714 -0.861
H -2.192 2.445 0.659
H -2.688 -0.150 4.437
H -3.909 -1.845 5.293
H 0.749 -4.050 -0.638
H 3.161 2.597 0.871
H 0.066 3.749 -2.077
H 2.262 -1.563 1.410
H 3.744 -0.905 2.129
H 1.069 2.606 -1.158
H 2.720 1.976 2.469
H -2.411 3.322 -2.330
H -2.081 1.703 -2.977
H 4.466 0.005 -0.184
H -1.501 -3.021 -0.324
H 4.308 1.593 1.777
H -0.394 -0.639 -2.972
H -1.833 -3.211 -2.059
H -3.140 1.893 -1.572
H -1.466 3.925 0.004
H -3.702 -2.264 3.724
H -0.149 -2.209 -3.764
H 1.239 -1.300 -3.136
H 0.530 -4.216 -2.391
H -0.456 2.740 0.856
H -1.993 -1.621 -1.290
H 0.413 2.137 -2.733
H -4.241 0.403 4.357
H 1.919 -3.321 -1.748
*
```

The value obtained for the frontier orbital gap is 0.318 Ha. The HOMO energy comes out at -8.9 eV. Its total energy is -35691.16301 eV.

=====

# 2
The molecule C12H31NSi2 at a distorted geometry, computed with ωB97M-V/def2-TZVPD.

Geometry as ORCA input:
```
! RIJCOSX wB97M-V def2-TZVPD def2/J DEFGRID3
* xyz 0 1
Si 1.510 -0.551 -0.262
Si -0.467 0.110 2.068
N 1.155 0.286 1.309
C -1.107 -1.632 1.856
C 0.145 -0.265 -1.525
C 3.206 -1.037 -3.195
C 1.837 -2.400 -0.067
C -4.020 1.996 1.030
C -2.947 1.291 1.854
C 3.148 0.078 -0.921
C 3.573 -0.783 -4.625
C 3.254 0.253 -2.406
C -1.572 1.390 1.219
C -0.413 0.398 3.914
C -5.468 1.639 1.443
H -1.231 2.423 1.332
H 0.238 -0.838 -2.450
H -2.021 -1.673 2.405
H 1.306 1.233 1.023
H -3.217 0.235 1.940
H 3.996 -0.554 -0.644
H -3.923 1.678 -0.019
H -0.437 -2.449 2.126
H 4.244 0.740 -2.610
H -2.924 1.611 2.897
H -0.833 -0.487 -1.097
H -3.839 3.102 0.983
H 2.185 -2.783 -1.009
H 3.103 0.092 -5.047
H 0.887 -2.891 0.109
H 0.009 1.350 4.227
H 0.265 -0.382 4.226
H 2.481 -2.701 0.756
H -5.574 0.562 1.485
H -6.234 1.996 0.749
H -1.379 -1.678 0.820
H -1.572 1.137 0.147
H 2.469 0.970 -2.765
H 4.671 -0.642 -4.698
H 2.179 -1.471 -3.185
H -1.366 0.288 4.447
H 3.226 1.020 -0.373
H 3.852 -1.838 -2.794
H -5.718 2.043 2.390
H 3.279 -1.646 -5.252
H 0.045 0.781 -1.811
*
```

The value obtained for the frontier orbital gap is 0.364 Ha. The HOMO energy comes out at -9.1 eV. Its total energy is -30195.21741 eV.

=====

# 3
A structure of composition C12H32BeCl5N2O6 at a distorted geometry, computed with ωB97M-V/def2-TZVPD.

Geometry as ORCA input:
```
! RIJCOSX wB97M-V def2-TZVPD def2/J DEFGRID3
* xyz 3 1
Cl 4.270 -2.110 5.159
Cl -2.857 -4.759 -3.243
Cl -2.401 -3.684 -0.367
Cl 5.295 1.065 4.357
Cl 0.837 0.188 1.081
O -0.017 -0.529 0.196
O -3.850 -3.338 2.324
O 2.224 -0.004 0.904
O 0.569 1.579 0.801
O 0.458 -0.173 2.420
O 1.849 1.997 -2.376
N 2.361 3.211 -4.924
N -4.160 -0.847 0.787
C -4.577 -4.347 2.995
C -3.783 -2.114 3.062
C 2.546 3.301 -2.467
C 3.836 5.044 -3.946
C -3.277 -0.930 2.089
C -2.100 -3.139 -3.044
C -1.450 -3.024 -1.664
C 2.761 0.915 -2.356
C 3.283 -0.711 4.813
C -3.560 0.360 2.760
C 3.879 0.189 3.712
C 3.328 3.589 -3.796
Be -0.450 1.387 -1.900
H -4.578 0.525 3.112
H 4.090 -0.508 2.901
H -3.063 -2.430 3.817
H -0.510 -3.576 -1.652
H -4.133 -1.761 0.358
H -3.866 -0.265 0.015
H -2.229 -1.069 1.822
H -1.403 -3.056 -3.879
H 3.522 0.902 -3.137
H -4.284 -5.179 2.355
H 1.444 3.604 -4.769
H 4.424 5.219 -3.045
H -5.076 -0.477 0.997
H 3.137 5.878 -4.004
H 3.137 -0.245 5.788
H 4.182 2.961 -4.049
H 2.315 -0.072 -2.241
H 4.534 5.205 -4.767
H -4.281 -4.439 4.040
H 3.114 3.436 -1.547
H 2.352 -0.990 4.320
H 2.523 3.651 -5.818
H 3.103 0.858 3.341
H -2.932 -2.439 -3.121
H -5.630 -4.072 2.924
H 1.755 4.050 -2.413
H -1.365 -1.944 -1.545
H 2.126 2.229 -4.940
H 3.492 0.992 -1.552
H -3.286 1.229 2.162
H -4.719 -1.802 3.525
H -2.909 0.467 3.627
*
```

The value obtained for the frontier orbital gap is 0.065 Ha. The HOMO energy comes out at -16.3 eV. Its total energy is -91198.41208 eV.

=====

# 4
A cluster of 3 separate species, C12H32ClN2O4 in total at a distorted geometry, computed with ωB97M-V/def2-TZVPD.

Geometry as ORCA input:
```
! RIJCOSX wB97M-V def2-TZVPD def2/J DEFGRID3
* xyz 1 1
Cl -5.039 -6.702 14.215
O -7.943 -5.416 17.413
O -7.663 -5.819 11.441
O -4.130 -5.840 18.516
O -2.883 -7.364 9.830
N -5.417 -4.716 16.526
N -5.160 -7.644 11.433
C -3.437 -4.741 17.992
C -8.004 -6.588 16.657
C -3.324 -6.232 10.548
C -8.940 -5.216 11.823
C -6.565 -8.015 11.288
C -4.507 -3.857 17.282
C -7.554 -7.086 11.947
C -7.830 -4.316 16.653
C -2.754 -7.204 8.437
C -6.572 -4.128 15.846
C -4.795 -6.281 10.860
C -3.228 -6.915 19.021
H -2.977 -5.360 9.994
H -8.798 -4.177 11.823
H -2.700 -6.115 8.299
H -7.092 -6.832 16.095
H -8.609 -4.240 15.903
H -4.938 -7.711 12.459
H -4.005 -7.696 19.385
H -3.666 -7.514 8.043
H -2.726 -5.147 17.235
H -1.895 -7.805 8.121
H -6.632 -9.022 11.742
H -5.063 -3.239 18.017
H -8.503 -7.580 11.859
H -9.770 -5.610 11.190
H -2.648 -6.616 19.895
H -2.653 -7.342 18.227
H -2.730 -6.169 11.471
H -5.438 -6.192 9.998
H -8.080 -7.390 17.360
H -3.908 -3.231 16.587
H -7.271 -7.206 13.022
H -6.562 -4.631 14.858
H -6.500 -3.048 15.558
H -4.810 -5.215 15.889
H -5.663 -5.438 17.171
H -9.225 -5.650 12.779
H -8.768 -6.477 15.926
H -5.147 -5.576 11.615
H -2.781 -4.145 18.659
H -6.762 -8.267 10.248
H -4.600 -8.285 10.917
H -7.975 -3.559 17.347
*
```

The value obtained for the frontier orbital gap is 0.378 Ha. The HOMO energy comes out at -12.1 eV. Its total energy is -36647.20844 eV.

=====

# 5
A cluster of 4 separate species, C12H32F4NO15P3S in total at a distorted geometry, computed with ωB97M-V/def2-TZVPD.

Geometry as ORCA input:
```
! RIJCOSX wB97M-V def2-TZVPD def2/J DEFGRID3
* xyz 0 1
S -1.635 4.330 4.075
P -0.743 1.585 -3.276
P -1.436 -2.119 5.772
P 2.343 -4.291 -6.046
F 1.379 3.611 2.525
F -0.702 3.629 1.351
F 0.683 5.562 1.129
F -3.041 4.039 3.087
O 0.015 2.284 -4.563
O 1.441 -2.932 -5.804
O 1.991 -5.316 -4.960
O -0.961 3.164 -2.603
O -2.515 -3.058 6.745
O 0.311 6.249 6.586
O -2.490 -0.857 5.892
O -2.194 5.029 5.370
O -1.805 -2.954 4.539
O -0.526 0.007 -3.950
O 3.563 -3.612 -5.025
O 1.123 -4.970 -7.067
O -2.245 1.497 -3.578
O -0.357 -1.180 4.798
O -0.974 3.001 4.582
N -0.387 5.245 3.267
C 0.472 6.833 5.223
C 0.232 4.499 2.104
C 0.892 -1.812 4.577
C -0.869 -1.036 -3.055
C 0.779 5.580 4.182
C 0.056 -2.905 -6.100
C 4.722 -4.415 -4.895
C -2.045 -4.361 7.036
C 0.209 1.577 -5.776
C -2.419 0.249 5.009
C 1.541 -6.149 -7.732
C -1.586 3.170 -1.333
H 1.686 5.957 3.504
H -1.573 4.191 -0.941
H -2.732 -4.831 7.746
H 1.367 -2.038 5.535
H 0.742 -6.478 -8.401
H 1.400 7.559 5.276
H -2.332 -0.066 3.969
H 1.023 0.862 -5.662
H -1.048 -4.309 7.485
H -0.374 -2.010 -5.645
H -1.043 2.515 -0.644
H -0.703 1.079 -6.106
H 4.492 -5.335 -4.352
H -0.282 -0.946 -2.138
H 0.758 -2.732 4.003
H 2.438 -5.943 -8.322
H -2.625 2.840 -1.416
H 5.475 -3.855 -4.333
H -0.645 -1.994 -3.530
H 5.122 -4.658 -5.884
H -1.588 0.895 5.290
H 1.100 5.644 6.801
H -1.936 -1.000 -2.818
H -3.339 0.829 5.112
H -2.011 -4.968 6.128
H -0.464 -3.774 -5.696
H 1.746 -6.943 -7.009
H 1.078 4.650 4.853
H -0.496 7.360 4.821
H 1.534 -1.132 4.012
H -0.092 -2.831 -7.177
H 0.503 2.294 -6.547
*
```

The value obtained for the frontier orbital gap is 0.239 Ha. The HOMO energy comes out at -9.2 eV. Its total energy is -94723.09368 eV.